Entry 1:
Formula: C19H42Cl30N4O8
Source: OMol25
Level of theory: the ωB97M-V functional and the def2-TZVPD basis

ΔE to the lowest compared entry with this formula, charge and spin   0.0 kcal/mol
E_LUMO   -0.41 eV
Frontier orbital gap   10.25 eV
HOMO energy   -10.66 eV

Geometry as ORCA input:
```
! wB97M-V def2-TZVPD RIJCOSX def2/J DEFGRID3
* xyz 0 1
C -1.542 -1.834 -5.366
N -2.206 -1.890 -6.684
O -1.808 -2.758 -7.459
O -2.985 -1.009 -7.001
H -0.617 -1.261 -5.432
H -1.381 -2.885 -5.124
H -2.238 -1.293 -4.725
C 6.112 4.134 -0.165
N 5.189 3.080 0.359
O 5.706 2.255 1.110
O 4.001 3.180 0.127
H 6.038 5.003 0.490
H 5.876 4.289 -1.218
H 7.131 3.763 -0.058
C -2.509 5.316 2.976
N -1.109 4.998 3.150
O -0.580 4.372 2.224
O -0.584 5.252 4.222
H -3.036 4.399 3.241
H -2.767 5.633 1.965
H -2.780 6.142 3.634
C 0.889 2.965 -0.278
N 0.601 3.607 -1.564
O -0.594 3.696 -1.928
O 1.574 3.896 -2.252
H 1.583 2.129 -0.366
H -0.077 2.578 0.046
H 1.222 3.762 0.387
C 2.301 -3.194 2.944
Cl 1.641 -2.143 4.189
Cl 2.297 -4.950 3.411
H 1.755 -3.092 2.006
H 3.348 -2.961 2.751
C 5.791 -1.916 -0.296
Cl 6.135 -2.160 -2.019
Cl 4.241 -2.675 0.191
H 6.552 -2.467 0.257
H 5.661 -0.855 -0.087
C -5.438 0.326 -2.446
Cl -5.890 1.026 -0.891
Cl -4.137 -0.909 -2.321
H -6.338 -0.153 -2.832
H -5.158 1.123 -3.135
C 2.564 4.483 3.187
Cl 1.883 2.840 3.014
Cl 4.288 4.491 3.338
H 2.230 4.976 2.275
H 2.159 4.986 4.065
C -0.620 -0.763 -0.144
Cl -0.814 -0.146 -1.788
Cl 1.111 -0.715 0.402
H -1.228 -0.170 0.539
H -1.027 -1.774 -0.175
C -3.435 4.221 -0.869
Cl -2.764 5.702 -1.618
Cl -4.765 4.610 0.232
H -3.822 3.558 -1.643
H -2.655 3.704 -0.310
C -1.198 2.806 -4.761
Cl -0.960 2.302 -6.455
Cl -2.942 2.838 -4.355
H -0.677 2.096 -4.119
H -0.738 3.790 -4.668
C 6.144 0.902 3.795
Cl 6.494 0.726 5.557
Cl 4.672 0.060 3.281
H 5.805 1.893 3.493
H 7.012 0.585 3.218
C -1.174 -7.462 1.353
Cl 0.071 -7.926 2.553
Cl -1.371 -8.775 0.206
H -2.119 -7.281 1.865
H -0.782 -6.632 0.764
C -4.383 0.594 2.339
Cl -3.263 1.799 1.598
Cl -4.183 -1.009 1.582
H -4.243 0.595 3.420
H -5.367 0.978 2.069
C -2.883 -4.031 2.953
Cl -4.535 -4.401 2.330
Cl -1.762 -3.659 1.669
H -2.934 -3.173 3.624
H -2.475 -4.911 3.448
C 2.847 -1.035 -2.740
Cl 1.715 -0.506 -3.936
Cl 3.897 0.354 -2.467
H 2.347 -1.255 -1.797
H 3.434 -1.875 -3.109
C 0.364 -5.317 -2.195
Cl 0.413 -3.582 -2.258
Cl 1.223 -6.125 -0.896
H -0.681 -5.622 -2.136
H 0.745 -5.714 -3.135
C -3.689 -4.318 -1.626
Cl -3.322 -5.714 -0.558
Cl -3.131 -4.724 -3.262
H -4.771 -4.189 -1.677
H -3.279 -3.393 -1.222
C -0.925 0.824 3.905
Cl -1.700 -0.802 3.733
Cl -2.035 2.001 4.661
H -0.037 0.644 4.512
H -0.600 1.126 2.910
*
```

Atom charges from the Löwdin analysis, given in e for atoms 1 to 2: number 1, C, carries 0.017; number 2, N, carries -0.441



Entry 2:
Formula: C19H42GaO6
Source: OMol25
Level of theory: the ωB97M-V functional and the def2-TZVPD basis

ΔE to the lowest compared entry with this formula, charge and spin   0.0 kcal/mol
E_LUMO   2.36 eV
Frontier orbital gap   6.92 eV
HOMO energy   -4.56 eV

Geometry as ORCA input:
```
! wB97M-V def2-TZVPD RIJCOSX def2/J DEFGRID3
* xyz -1 1
C -4.108 0.255 6.260
C -2.992 0.005 5.248
C -1.615 0.418 5.772
C -0.484 0.240 4.759
C -0.602 1.140 3.527
C 0.702 1.241 2.737
C 0.512 1.637 1.273
C 1.712 2.368 0.673
C 1.561 2.648 -0.831
C 1.144 4.089 -1.144
C 0.987 4.394 -2.638
Ga -0.073 3.071 -3.788
H -5.071 -0.119 5.901
H -3.894 -0.242 7.213
H -4.221 1.326 6.459
H -2.966 -1.062 4.990
H -3.212 0.545 4.320
H -1.650 1.469 6.095
H -1.393 -0.174 6.671
H 0.480 0.430 5.250
H -0.462 -0.809 4.431
H -0.918 2.145 3.843
H -1.390 0.763 2.861
H 1.367 1.973 3.215
H 1.214 0.269 2.799
H -0.378 2.275 1.176
H 0.309 0.737 0.676
H 2.625 1.782 0.843
H 1.852 3.326 1.194
H 2.501 2.437 -1.358
H 0.821 1.966 -1.263
H 0.190 4.295 -0.633
H 1.886 4.756 -0.668
H 1.978 4.540 -3.092
H 0.463 5.356 -2.740
H 0.116 3.516 -5.350
H 0.449 1.553 -3.627
H -1.653 3.197 -3.430
C 4.054 -0.750 1.713
C 3.127 -1.328 0.669
O 3.714 -2.485 0.032
C 3.646 -3.612 0.721
O 3.068 -3.788 1.763
O 4.190 -4.586 -0.019
C 4.099 -5.885 0.565
H 5.023 -0.518 1.269
H 3.628 0.171 2.110
H 4.204 -1.445 2.539
H 2.963 -0.626 -0.145
H 2.162 -1.605 1.092
H 3.067 -6.128 0.810
H 4.702 -5.940 1.471
H 4.484 -6.567 -0.187
C -2.562 -3.879 -5.444
C -3.192 -2.947 -4.432
O -2.553 -1.667 -4.419
C -2.921 -0.834 -5.400
O -3.765 -1.079 -6.233
O -2.232 0.278 -5.285
C -2.500 1.298 -6.253
H -1.491 -3.968 -5.259
H -3.011 -4.871 -5.365
H -2.716 -3.507 -6.456
H -3.059 -3.322 -3.418
H -4.257 -2.817 -4.625
H -3.563 1.529 -6.275
H -2.174 0.970 -7.240
H -1.919 2.154 -5.920
*
```

Atom charges from the natural (NBO) analysis, given in e for atoms 1 to 2: number 1, C, carries -0.600; number 2, C, carries -0.398



Entry 3:
Formula: C19H42IrNO3P3
Source: OMol25
Level of theory: the ωB97M-V functional and the def2-TZVPD basis

ΔE to the lowest compared entry with this formula, charge and spin   43.5 kcal/mol
E_LUMO (alpha / beta)   -11.95 / -15.56 eV
Frontier orbital gap (alpha / beta)   6.79 / 5.39 eV
Expectation value of S²   8.788
HOMO energy (alpha / beta)   -18.74 / -20.96 eV

Geometry as ORCA input:
```
! wB97M-V def2-TZVPD RIJCOSX def2/J DEFGRID3
* xyz 4 6
Ir 0.207 -0.333 0.545
P -1.723 -1.635 0.713
P 1.466 -0.865 2.334
P 1.365 -1.635 -0.828
H -1.105 4.716 -1.400
C -1.257 4.381 -2.467
C -2.390 3.797 -2.847
H -3.358 3.973 -2.391
C -3.053 -0.611 1.432
C -1.552 -3.077 1.824
C -2.299 -2.192 -0.927
C 2.762 0.417 2.459
C 0.634 -0.886 3.949
C 2.316 -2.497 2.394
C 1.074 -1.889 -2.624
C 1.381 -3.464 -0.506
C 3.099 -0.986 -0.754
H -0.506 4.683 -3.220
H -2.345 3.165 -3.730
H -3.113 0.336 0.875
H -2.848 -0.441 2.500
H -4.035 -1.104 1.367
H -1.371 -2.747 2.854
H -0.732 -3.732 1.506
H -2.465 -3.679 1.825
H -2.360 -1.323 -1.596
H -3.305 -2.628 -0.873
H -1.623 -2.946 -1.352
H 2.777 0.787 3.492
H 2.516 1.261 1.800
H 3.744 -0.014 2.206
H 1.076 -1.656 4.596
H -0.431 -1.130 3.852
H 0.758 0.088 4.442
H 3.067 -2.608 1.598
H 1.570 -3.312 2.314
H 2.832 -2.572 3.373
H 1.606 -2.763 -3.033
H 1.407 -1.021 -3.190
H 0.000 -2.016 -2.792
H 1.480 -4.015 -1.448
H 0.427 -3.769 -0.064
H 2.201 -3.786 0.139
H 3.627 -1.189 -1.694
H 3.667 -1.451 0.058
H 3.066 0.106 -0.617
C -0.507 1.366 -2.225
C 0.519 2.331 -2.543
C 1.467 2.069 -3.526
C 1.203 1.038 -4.427
C -0.016 0.331 -4.349
C -0.910 0.499 -3.306
O -1.014 1.301 -1.050
H 1.042 0.612 -0.588
H 0.635 3.113 -1.800
H 2.400 2.644 -3.609
H 1.943 0.760 -5.201
H -0.193 -0.459 -5.097
H -1.840 -0.056 -3.180
N -2.173 2.463 3.155
C -1.178 3.286 2.367
C -0.211 2.384 1.629
O 0.763 2.812 1.040
O -0.550 1.130 1.809
H -2.638 1.708 2.619
H -2.902 3.069 3.539
H -1.701 1.976 3.931
H -1.743 3.925 1.684
H -0.646 3.964 3.032
*
```

Atom charges from the natural (NBO) analysis, given in e for atoms 1 to 2: number 1, Ir, carries 0.620; number 2, P, carries 1.115



> The highest ΔE to the lowest compared entry with this formula, charge and spin belongs to which entry?

C19H42IrNO3P3